# C3HClFHgNO5

A structure of composition C3HClFHgNO5 in a non-equilibrium geometry (ωB97M-V/def2-TZVPD, the OMol25 dataset).

Last column: natural (NBO) charge in e.
Element x y z (Å)
O (-1.64144, 1.19100, -1.84612)  -0.453
C (-1.28208, 0.26995, -1.22151)  0.956
F (-1.06982, -0.89622, -1.71846)  -0.252
N (-0.97444, 0.35856, 0.16425)  -0.812
C (-0.91327, -0.89313, 0.88617)  0.865
O (-1.80704, -1.46632, 1.36226)  -0.333
O (0.40799, -1.39473, 1.06604)  -0.450
C (1.30596, -0.83534, 0.26792)  0.974
O (1.67355, -1.23784, -0.76004)  -0.363
O (1.86200, 0.44860, 0.73210)  -0.692
Cl (2.90215, 1.09893, -0.49853)  0.427
H (-1.58020, 1.02446, 0.63018)  0.459
Hg (1.11664, 2.33207, 0.93574)  1.674

- max |F| (Eh/bohr) = 0.04844
- total charge = +2
- HOMO energy (Ha) = -0.729
- orbital gap (eV) = 5.35
- 2S+1 = 1

---

# C2H8N2Si

The molecule C2H8N2Si in a non-equilibrium geometry (ωB97M-V/def2-TZVPD, the OMol25 dataset).

Last column: natural (NBO) charge in e.
Element x y z (Å)
C (0.25119, 1.86273, 1.57950)  -0.201
N (0.54293, 1.01128, 0.68779)  -0.215
N (0.33952, -0.27980, 0.89269)  -0.438
C (0.40685, -1.17860, -0.23715)  -0.611
Si (-0.58450, -0.55870, -1.75659)  0.847
H (-0.22200, 1.58961, 2.52666)  0.140
H (0.49601, 2.89018, 1.39322)  0.186
H (-0.22008, -0.56200, 1.69530)  0.348
H (1.45954, -1.31429, -0.50845)  0.213
H (0.04191, -2.15092, 0.09544)  0.225
H (-0.03331, 0.69374, -2.24890)  -0.149
H (-1.97689, -0.40868, -1.32643)  -0.171
H (-0.50117, -1.59456, -2.79307)  -0.172

- structure (SMILES) = C=NNC[SiH3]
- max |F| (Eh/bohr) = 0.02096
- total charge = 0
- HOMO energy (Ha) = -0.302
- ΔE to the lowest compared entry with this formula, charge and spin (eV) = 0.183
- orbital gap (eV) = 9.34
- 2S+1 = 1

---

# C13H18N4O

The molecule C13H18N4O in a non-equilibrium geometry (ωB97M-V/def2-TZVPD, the OMol25 dataset).

Last column: natural (NBO) charge in e.
Element x y z (Å)
C (4.35121, 1.69289, 1.66150)  -0.599
C (3.51278, 0.85127, 0.70771)  -0.398
C (4.38594, -0.08080, -0.12976)  -0.415
C (3.59367, -0.84471, -1.18975)  -0.075
O (2.67227, -1.76026, -0.60326)  -0.491
C (1.39543, -1.38507, -0.48444)  0.468
C (0.50670, -2.29134, 0.14189)  -0.234
C (-0.79955, -1.91055, 0.24897)  -0.193
C (-1.14597, -0.64648, -0.28032)  0.316
N (-2.45706, -0.21563, -0.19657)  -0.199
N (-3.37754, -1.01069, 0.38483)  -0.299
C (-4.52079, -0.36499, 0.32751)  0.169
C (-5.77709, -0.93633, 0.87676)  -0.638
C (-4.34475, 0.88547, -0.30780)  -0.343
C (-3.01440, 0.95673, -0.63377)  0.205
C (-2.25574, 2.03147, -1.31224)  -0.641
N (-0.25956, 0.14341, -0.85470)  -0.238
N (0.98931, -0.22000, -0.95213)  -0.294
H (3.71398, 2.34150, 2.25752)  0.209
H (5.05124, 2.31433, 1.10729)  0.199
H (4.91944, 1.05587, 2.33614)  0.199
H (2.94143, 1.50228, 0.04360)  0.209
H (2.79851, 0.25942, 1.28388)  0.196
H (4.88684, -0.79824, 0.52398)  0.201
H (5.15236, 0.50171, -0.64486)  0.204
H (4.26974, -1.46236, -1.78832)  0.188
H (3.05041, -0.15088, -1.83600)  0.210
H (0.87836, -3.23457, 0.50846)  0.233
H (-1.56179, -2.51802, 0.70814)  0.256
H (-6.17258, -0.29186, 1.66076)  0.221
H (-6.52895, -1.01617, 0.09288)  0.221
H (-5.58123, -1.92214, 1.28830)  0.230
H (-5.09764, 1.62378, -0.49504)  0.223
H (-1.79634, 1.65714, -2.22481)  0.241
H (-2.92748, 2.85191, -1.55177)  0.216
H (-1.45115, 2.39194, -0.67455)  0.240

- structure (SMILES) = CCCCOc1ccc(-n2nc(C)cc2C)nn1
- max |F| (Eh/bohr) = 0.02873
- total charge = 0
- HOMO energy (Ha) = -0.308
- ΔE to the lowest compared entry with this formula, charge and spin (eV) = 1.506
- orbital gap (eV) = 9.05
- 2S+1 = 1

---

# C11H64BBrN3O34P

A cluster of 28 separate species, C11H64BBrN3O34P in total in a non-equilibrium geometry (ωB97M-V/def2-TZVPD, the OMol25 dataset).

Last column: Löwdin charge in e.
Element x y z (Å)
C (-8.67186, -1.83004, 1.94520)  -0.077
B (-7.21228, -2.44935, 1.57284)  -0.385
O (-6.76271, -3.56446, 2.39522)  0.058
C (-6.24298, -1.86169, 0.37560)  -0.016
C (-6.76618, -1.66813, -0.93314)  -0.445
Br (-8.61245, -2.04057, -1.50726)  0.802
C (-5.76798, -1.10257, -2.07371)  -0.263
O (-6.10047, -1.32505, -3.26899)  0.003
C (-4.43412, -0.34343, -1.65464)  0.042
C (-3.76234, 0.60452, -2.71049)  -0.085
O (-4.32327, 0.83330, -4.00891)  -0.047
N (-3.36732, 1.16128, -4.91709)  -0.039
O (-3.82987, 1.92414, -5.71649)  0.072
C (-2.44779, 1.29928, -2.28398)  0.083
C (-1.84316, 1.07583, -0.84906)  -0.200
N (-0.59829, 1.80824, -0.56042)  0.051
C (-2.51622, 0.12919, 0.21114)  -0.094
P (-1.73750, -0.14483, 1.92917)  0.719
N (-1.31562, -1.68301, 2.13785)  -0.165
O (-2.81616, 0.44303, 3.10669)  -0.192
O (-0.26847, 0.75477, 2.10888)  -0.254
C (-3.85293, -0.57409, -0.22225)  0.001
C (-4.69415, -1.54853, 0.72823)  -0.237
O (-4.23534, -2.13825, 1.73466)  0.050
H (-9.47796, -2.60244, 1.62961)  0.084
H (-8.92526, -0.86727, 1.36561)  0.031
H (-8.82302, -1.69945, 3.08608)  0.085
H (-7.08093, -3.33817, 3.29825)  0.099
H (-1.92118, 2.02170, -3.00930)  0.111
H (0.23214, 1.19792, -0.61478)  0.057
H (-0.65606, 2.33019, 0.32408)  0.022
H (-0.28347, -1.75171, 2.29384)  -0.031
H (-3.41303, 1.14270, 2.73067)  0.071
H (0.19468, 0.26347, 2.84054)  0.069
O (0.00519, -1.62413, -0.74288)  -0.053
H (-0.47239, -1.12095, -1.41480)  0.047
H (-0.68997, -2.11059, -0.27632)  0.022
O (-2.01498, 3.18188, 1.53112)  -0.061
H (-1.41501, 3.90610, 1.76348)  0.026
H (-2.29417, 2.82856, 2.38456)  0.030
O (1.55792, -2.53625, 2.19860)  -0.075
H (1.70101, -2.59942, 1.24131)  0.000
H (1.82251, -3.40275, 2.53091)  0.035
O (0.26886, 4.63598, 0.94234)  -0.060
H (-0.21228, 5.09064, 0.23214)  0.019
H (1.16110, 4.99527, 0.88425)  0.042
O (3.54787, -3.32751, 4.08903)  -0.049
H (4.17860, -2.72033, 3.68029)  0.035
H (3.26150, -2.86461, 4.88631)  0.057
O (2.16865, -3.15983, -0.63062)  -0.077
H (1.62722, -2.55618, -1.16136)  0.014
H (2.61730, -3.71102, -1.28562)  0.027
O (2.10381, -5.91860, -1.65572)  -0.063
H (1.53826, -5.87200, -0.87446)  0.047
H (2.88928, -6.39204, -1.34856)  0.023
O (3.19673, -6.52599, 4.86935)  -0.050
H (3.54266, -5.62562, 4.79399)  0.018
H (3.80143, -7.05439, 4.33435)  0.050
O (2.54855, 0.90974, -0.83008)  -0.042
H (2.76658, 0.05322, -0.43904)  0.055
H (3.38068, 1.40206, -0.79500)  0.015
O (1.48001, 1.68768, 3.69451)  -0.056
H (0.98974, 2.13606, 2.99177)  0.021
H (2.37311, 2.05041, 3.62497)  0.022
O (2.84952, 1.21922, -3.70269)  -0.056
H (2.02278, 1.57066, -4.05339)  0.026
H (2.79302, 1.39956, -2.75348)  -0.007
O (-0.36405, 5.80326, -1.61480)  -0.050
H (-0.89961, 6.40423, -2.14652)  0.056
H (0.08241, 5.24571, -2.26841)  0.033
O (-2.68428, -3.73228, -0.31078)  -0.062
H (-3.18758, -4.49541, -0.00182)  0.046
H (-2.33175, -3.33930, 0.50319)  -0.003
O (5.14151, 2.13119, 0.31265)  -0.047
H (4.84555, 2.60469, 1.10279)  0.031
H (6.10430, 2.12534, 0.39119)  0.064
O (5.11227, -6.25559, -2.19697)  -0.058
H (4.63224, -5.80323, -2.90273)  0.041
H (6.00460, -5.89274, -2.25155)  0.041
O (1.53642, 4.50136, -4.25083)  -0.060
H (1.42892, 3.87135, -4.97353)  0.041
H (2.48820, 4.68191, -4.23746)  0.014
O (0.81749, -8.19649, 5.81213)  -0.071
H (1.45186, -7.59045, 5.40445)  -0.006
H (0.53139, -7.73309, 6.60882)  0.038
O (-1.16109, -6.16834, 5.44193)  -0.074
H (-1.69725, -5.56661, 4.91024)  0.036
H (-0.71354, -6.72340, 4.79006)  0.021
O (3.75842, 3.97929, 2.78278)  -0.042
H (2.91122, 4.30387, 2.45257)  0.035
H (3.74059, 4.19575, 3.72396)  0.059
O (5.85856, 2.79356, -2.77608)  -0.036
H (6.45442, 3.50283, -2.50923)  0.005
H (5.54949, 2.42135, -1.93997)  0.010
O (5.29491, 2.66339, -5.80720)  -0.075
H (4.77951, 1.89963, -5.51800)  0.016
H (5.63757, 3.03755, -4.98402)  0.000
O (3.63723, 6.26850, -3.39560)  -0.056
H (2.92759, 6.83056, -3.73280)  0.047
H (4.41374, 6.84218, -3.40482)  0.047
O (6.50216, 4.85260, -0.62270)  -0.048
H (5.67215, 5.19783, -0.97954)  0.058
H (6.44613, 5.04076, 0.32229)  0.057
O (5.19960, -0.86237, 1.87410)  -0.053
H (4.68387, -0.24200, 1.34349)  0.008
H (5.65961, -1.40292, 1.22001)  0.044
O (-8.62456, 0.02576, -4.28177)  -0.094
H (-7.73049, -0.28806, -4.08662)  -0.015
H (-8.99223, -0.65938, -4.85248)  0.035
O (-9.29582, 1.00969, 1.97239)  -0.065
H (-10.01574, 1.55423, 1.62869)  0.053
H (-8.52515, 1.59043, 1.93566)  0.050
O (7.95698, 5.61186, -3.26113)  -0.056
H (8.55261, 6.32184, -2.99287)  0.040
H (7.64805, 5.23782, -2.42603)  -0.016

- max |F| (Eh/bohr) = 0.08984
- total charge = 0
- HOMO energy (Ha) = -0.321
- orbital gap (eV) = 7.11
- 2S+1 = 1